Formula: C6H14N2O2
Source: the OMol25 dataset
Level of theory: wB97M-V/def2-TZVPD

Values from the calculation:
* HOMO (spin up / spin down): -13.52 / -13.51 eV
* molecular weight: 146.19 g mol⁻¹
* relative energy (zero: lowest compared OMol25 entry of this formula, charge and spin): 86.4 kJ/mol
* gap between HOMO and LUMO (spin up / spin down): 10.15 / 4.85 eV

```
! RIJCOSX wB97M-V def2-TZVPD def2/J DEFGRID3
* xyz 1 2
O 2.404 -2.522 1.292
O -0.259 2.521 0.398
N 1.289 -0.853 0.335
N -1.395 0.900 -0.730
C -1.234 1.810 0.322
C 1.563 -2.224 0.473
C -0.544 1.117 -1.886
C 0.761 -3.168 -0.362
C -2.344 1.792 1.347
C 2.032 0.218 0.856
H 0.163 -3.822 0.266
H -2.595 0.757 1.600
H 0.392 -0.633 -0.116
H -2.050 2.393 2.202
H 0.091 -2.650 -1.042
H -0.709 0.281 -2.577
H -0.679 2.028 -2.458
H 3.078 -0.033 1.000
H -2.379 0.813 -0.960
H 2.092 1.011 0.085
H 0.520 1.090 -1.629
H 1.454 -3.734 -0.991
H 1.597 0.739 1.717
H -3.247 2.169 0.856
*
```